No. 1
{"formula": "C9H23ClI2NP2W", "method": "ωB97M-V/def2-TZVPD", "spin_multiplicity": 3, "e_homo_ev": [-17.80, -17.50], "lumo_ev": [-12.56, -14.46], "charge": 3, "species": ["I", "I", "W", "P", "C", "C", "H", "H", "H", "H", "H", "H", "C", "H", "H", "H", "P", "C", "C", "H", "H", "H", "C", "H", "H", "H", "H", "H", "H", "Cl", "C", "C", "C", "N", "H", "H", "H", "H", "H"], "positions_angstrom": [[0.006, -1.642, -4.016], [0.004, 1.013, -4.487], [0.008, 0.229, 0.808], [-2.270, -0.075, 0.188], [-2.956, -0.268, -1.487], [-3.323, -1.288, 1.098], [-4.373, -1.046, 0.851], [-4.230, 1.205, 0.544], [-3.181, -1.240, 2.190], [-2.926, 1.798, 1.665], [-2.654, -1.223, -1.946], [-3.096, -2.307, 0.771], [-3.162, 1.458, 0.646], [-4.048, -0.248, -1.298], [-2.916, 2.250, -0.064], [-2.662, 0.576, -2.132], [2.271, -0.081, 0.212], [2.964, -0.277, -1.459], [3.165, 1.449, 0.675], [3.183, -1.237, 2.217], [4.373, -1.055, 0.874], [3.090, -2.313, 0.805], [3.322, -1.292, 1.125], [2.924, 1.791, 1.693], [4.233, 1.190, 0.580], [4.055, -0.263, -1.257], [2.680, 0.568, -2.108], [2.928, 2.243, -0.036], [2.660, -1.232, -1.917], [-0.003, 2.147, 2.058], [0.234, -3.741, 3.510], [-0.038, -4.052, 2.026], [-0.053, -2.821, 1.262], [-0.031, -1.657, 1.174], [1.251, -3.387, 3.672], [0.143, -4.577, 4.195], [-0.448, -3.001, 3.932], [0.707, -4.768, 1.641], [-0.989, -4.588, 1.914]], "forces_ev_per_a": [[0.0, 1.6, -0.6], [0.0, -1.6, 0.1], [-0.3, 4.7, 0.9], [-2.8, -0.2, 0.0], [0.2, -0.1, -0.3], [0.5, -0.2, 0.1], [0.5, -0.2, 0.2], [0.4, 0.2, 0.2], [0.0, 0.1, -0.4], [-0.2, -0.2, -0.4], [-0.3, 0.3, 0.1], [-0.2, 0.1, 0.0], [0.3, 0.3, 0.2], [0.6, -0.1, -0.5], [0.0, 0.0, 0.1], [-0.2, -0.3, 0.2], [3.0, -0.3, 0.0], [-0.2, -0.1, -0.3], [-0.3, 0.3, 0.2], [0.0, 0.1, -0.4], [-0.5, -0.2, 0.2], [0.2, 0.1, 0.0], [-0.4, -0.2, 0.0], [0.3, -0.2, -0.4], [-0.4, 0.2, 0.2], [-0.6, -0.1, -0.5], [0.2, -0.3, 0.3], [0.0, 0.0, 0.1], [0.3, 0.3, 0.1], [0.0, -1.5, -0.7], [0.4, 0.9, 0.7], [-0.2, -2.0, -0.3], [0.1, 1.5, 2.1], [0.0, -3.4, -0.3], [0.0, 0.2, -0.2], [-0.2, -0.7, -0.6], [-0.1, 0.1, -0.3], [-0.1, 0.4, 0.0], [0.0, 0.3, -0.1]]}

No. 2
{"formula": "C3H10CsN2O2", "method": "ωB97M-V/def2-TZVPD", "e_homo_ev": -12.60, "lumo_ev": -4.20, "charge": 1, "species": ["Cs", "C", "C", "O", "H", "H", "H", "H", "H", "H", "C", "O", "N", "N", "H", "H", "H", "H"], "positions_angstrom": [[-15.709, -4.738, 0.053], [-13.434, -3.884, -6.301], [-14.470, -3.079, -5.507], [-14.924, -3.850, -4.417], [-13.265, -3.497, -7.306], [-13.878, -4.867, -6.454], [-12.513, -4.072, -5.748], [-15.365, -2.820, -6.073], [-13.896, -2.202, -5.206], [-14.136, -4.153, -3.960], [-12.332, -7.279, 2.455], [-12.507, -8.225, 3.203], [-12.704, -6.057, 2.545], [-11.926, -7.492, 1.268], [-12.780, -5.676, 3.477], [-12.409, -5.415, 1.824], [-11.682, -8.439, 1.015], [-11.834, -6.698, 0.650]], "forces_ev_per_a": [[-0.1, -0.1, 0.0], [-1.3, -0.8, -0.4], [1.4, -0.1, -0.8], [-0.2, 0.0, 1.0], [0.3, 0.3, 0.2], [0.0, -0.2, -0.1], [0.1, 0.5, 0.0], [0.3, 0.1, -0.1], [-0.7, 0.5, 0.4], [0.1, -0.1, 0.0], [-0.9, -5.0, 1.8], [0.0, 0.6, 1.5], [-2.2, 6.3, 2.5], [2.5, -1.4, -5.8], [-0.1, 0.1, -0.1], [0.2, 0.1, 0.6], [0.1, 0.4, -0.3], [0.5, -0.9, -0.4]]}